Record 1
{
  "formula": "C13H21N2O3P",
  "method": "the ωB97M-V functional and the def2-TZVPD basis",
  "charge": 0,
  "spin_multiplicity": 1,
  "e_homo_ev": -8.6643,
  "fmax_ha_per_bohr": 0.1025,
  "species": ["O", "O", "O", "C", "C", "C", "C", "C", "C", "N", "N", "C", "C", "C", "C", "C", "C", "C", "P", "H", "H", "H", "H", "H", "H", "H", "H", "H", "H", "H", "H", "H", "H", "H", "H", "H", "H", "H", "H", "H"],
  "positions_angstrom": [[-0.0909, 1.1193, 2.1949], [0.1357, 1.6853, -3.0771], [-0.9817, -1.0488, 1.3483], [0.2691, -2.0748, -0.4035], [1.3753, -1.3897, 1.6320], [1.6160, -2.4450, -0.9910], [2.6433, -1.8415, 1.1153], [0.2189, -1.5266, 0.8621], [2.6980, -2.4428, -0.1319], [-2.5990, 1.1542, 1.4661], [-0.5820, 1.2390, -0.4423], [3.9934, -2.9169, -0.6537], [-2.6586, 2.4611, 2.1942], [-3.4154, 0.1027, 1.9860], [1.1929, 1.5946, -2.0847], [-1.0572, 0.8291, -2.7251], [0.7608, 1.7977, -0.5898], [-1.6863, 1.3751, -1.4362], [-0.9655, 0.5695, 1.1771], [-0.5909, -2.1149, -0.9575], [1.6692, -0.8702, 2.5203], [1.7765, -2.5792, -2.0403], [3.5780, -1.9256, 1.7200], [3.8390, -3.7683, -1.2726], [4.5445, -3.3687, 0.1788], [4.5120, -2.0895, -1.1183], [-2.1536, 3.2527, 1.5306], [-2.2943, 2.2695, 3.1716], [-3.6913, 2.7500, 2.2941], [-3.3901, -0.7635, 1.2863], [-4.4646, 0.4685, 1.9688], [-3.0879, -0.3228, 2.9232], [1.5265, 0.5839, -2.2098], [2.0319, 2.1868, -2.2282], [-1.7236, 0.7822, -3.5896], [-0.8447, -0.2537, -2.5556], [1.4750, 1.2910, 0.0839], [0.8453, 2.8760, -0.4035], [-1.8418, 2.4841, -1.5515], [-2.5818, 0.8704, -1.1913]],
  "forces_ev_per_angstrom": [[1.583, 0.607, 0.655], [-1.162, -0.515, 0.994], [-1.125, 0.820, -1.072], [5.253, -0.298, -0.349], [3.860, -0.608, -0.989], [-3.653, 1.238, 2.742], [-1.953, -0.997, 0.563], [1.460, -0.673, 0.202], [-0.215, 0.671, -0.772], [2.033, -0.799, -1.216], [-1.693, -2.271, 4.103], [0.471, -0.523, 1.062], [0.462, -0.443, -2.367], [-1.606, -0.785, -1.124], [-2.197, -2.392, 1.181], [0.797, 0.448, -0.051], [-0.232, -0.025, -1.999], [3.342, 1.843, -1.175], [-1.786, 3.574, -1.352], [-1.950, -0.120, -1.422], [-1.751, 0.390, 0.838], [-0.364, -0.628, -0.394], [-1.077, 0.651, -0.244], [-0.008, -0.335, -1.170], [0.409, 0.561, -0.065], [0.518, -0.175, -0.249], [-0.378, -1.173, 1.534], [0.931, 0.662, 0.958], [-0.566, -0.013, -0.210], [-0.124, 0.583, 0.321], [0.496, -0.419, 0.551], [-0.186, 0.189, 0.798], [0.496, -0.884, 0.309], [1.101, 1.696, -1.179], [0.166, 0.793, -0.060], [0.716, 0.741, 0.047], [-0.450, 0.139, -0.365], [-0.524, -0.025, 0.348], [-0.372, -0.988, -0.087], [-0.728, -0.517, 0.707]],
  "mulliken_charge": [-0.845, -0.441, -0.496, -0.198, -0.206, -0.853, -0.777, -0.146, 0.930, 0.092, 0.475, -1.502, -0.951, -1.036, -0.626, -0.421, -0.362, -0.539, 0.566, 0.763, 0.382, 0.393, 0.289, 0.426, 0.430, 0.285, 0.205, 0.345, 0.418, 0.277, 0.369, 0.358, 0.238, 0.461, 0.378, 0.104, 0.267, 0.274, 0.261, 0.413]
}

Record 2
{
  "formula": "C5H7N",
  "method": "the ωB97M-V functional and the def2-TZVPD basis",
  "smiles": "CC=C=N.C#C",
  "charge": 0,
  "spin_multiplicity": 1,
  "e_homo_ev": -9.0369,
  "fmax_ha_per_bohr": 0.0116,
  "species": ["C", "C", "C", "N", "H", "H", "H", "H", "H", "C", "C", "H", "H"],
  "positions_angstrom": [[-0.8756, -1.3359, 2.0888], [-0.1755, -0.1354, 1.5043], [-0.6632, 0.5955, 0.5335], [-1.0710, 1.2250, -0.4464], [-1.2449, -1.1233, 3.0989], [-1.7268, -1.6389, 1.4731], [-0.1888, -2.1856, 2.1587], [0.7823, 0.1727, 1.9153], [-1.6701, 2.0178, -0.2134], [2.2290, 0.4687, -3.3283], [1.2231, 0.7150, -2.7154], [3.1246, 0.2500, -3.8673], [0.3275, 0.9262, -2.1582]],
  "forces_ev_per_angstrom": [[-0.073, -0.083, 0.021], [-0.042, 0.152, -0.181], [-0.081, 0.141, -0.152], [0.140, -0.259, 0.518], [0.068, -0.040, -0.147], [0.120, 0.059, 0.089], [-0.097, 0.126, -0.029], [-0.123, 0.004, -0.071], [0.043, -0.072, -0.009], [-0.399, 0.107, 0.262], [0.399, -0.122, -0.263], [-0.164, 0.042, 0.084], [0.209, -0.054, -0.124]],
  "mulliken_charge": [-0.940, -0.318, 0.396, -0.541, 0.261, 0.307, 0.281, 0.324, 0.238, -0.239, -0.463, 0.360, 0.332]
}

Computed relative energy (zero: lowest compared OMol25 entry of this formula, charge and spin) (eV) in order:
2.798 3.521